No. 1
C17H20Cl2F5IMgN3O4S | the ωB97M-V functional and the def2-TZVPD basis

Output
Relative energy (zero: lowest compared OMol25 entry of this formula, charge and spin): 18.5 kcal/mol
HOMO level: -4.53 eV
Frontier orbital gap: 6.7 eV

ORCA input file:
```
! wB97M-V def2-TZVPD RIJCOSX def2/J DEFGRID3
* xyz -1 1
Mg -1.94191 -0.45963 -0.59412
C -1.65121 -0.72133 3.75478
C -1.20391 0.64447 3.28758
S -0.23701 0.52107 1.70728
O -0.87351 -0.64113 1.05468
C 1.30659 -0.16713 2.51368
C 1.61839 -1.55953 2.01398
H -2.35171 -0.64423 4.58278
H -0.81081 -1.33873 4.06278
H -2.14651 -1.22463 2.92738
H -0.56801 1.16877 3.99618
H -2.06411 1.26347 3.05038
H 1.17999 -0.15913 3.59308
H 2.09099 0.53637 2.24948
H 0.81849 -2.24073 2.28948
H 2.55669 -1.91573 2.43828
H 1.69799 -1.57353 0.93078
C 4.21029 -0.93283 -1.80462
N 3.23889 -0.01363 -1.28582
C 3.61679 1.07817 -0.42822
C 2.22559 1.57457 0.05128
O 2.04149 2.53687 0.76408
N 1.29749 0.73097 -0.43682
C 1.88939 -0.17133 -1.20542
N 1.22219 -1.14193 -1.80102
H 5.00739 -0.37303 -2.29842
H 3.75919 -1.60393 -2.53302
H 4.64719 -1.53803 -0.99902
H 4.16819 1.86097 -0.95452
H 4.20699 0.73537 0.42988
H 0.19989 -1.09823 -1.79292
H 1.64859 -1.70983 -2.51342
F -2.71331 2.02637 0.87638
C -1.89161 2.46557 -0.12202
C -1.44401 1.54247 -1.03952
C -0.62531 2.05617 -2.02332
F -0.13371 1.20657 -2.95922
C -0.26941 3.39457 -2.10822
F 0.53389 3.84807 -3.09882
C -0.74691 4.28467 -1.15542
F -0.43091 5.59487 -1.22402
C -1.56211 3.81417 -0.13702
F -2.02341 4.67527 0.80028
I -5.13231 -2.19513 -1.30802
C -4.04941 -0.32863 -0.93082
H -4.70271 0.18757 -0.22602
H -4.15921 0.19337 -1.88332
Cl -2.13721 -3.11763 0.43798
C -1.74811 -3.88613 -1.07662
Cl -0.11591 -4.57723 -0.98702
C -1.70681 -2.86633 -2.28122
O -1.83151 -3.35313 -3.38522
O -1.46721 -1.67993 -1.95942
H -2.44271 -4.70843 -1.25962
*
```



No. 2
C22H68CdN3O11 | the ωB97M-V functional and the def2-TZVPD basis

Output
HOMO level: -10.67 eV
Frontier orbital gap: 2.4 eV

ORCA input file:
```
! wB97M-V def2-TZVPD RIJCOSX def2/J DEFGRID3
* xyz 1 1
Cd -5.42808 1.58157 3.61704
C -0.20079 1.06042 -0.24716
C -1.32287 0.53897 0.64406
O -1.92084 1.39733 1.60603
H 0.40989 0.26632 -0.67676
H 0.49276 1.64719 0.35518
H -0.55361 1.69722 -1.05839
H -1.07253 -0.43379 1.06734
H -2.16005 0.28914 -0.00773
C 1.33607 5.79999 5.81664
C 1.18617 4.60882 4.88024
O 0.32003 3.65278 5.48905
H 1.62282 6.60683 5.14219
H 1.96313 5.49426 6.65416
H 0.34601 6.08528 6.17231
H 2.01511 3.97717 4.56093
H 0.81010 4.94073 3.91251
H -0.20036 3.39420 4.72489
C -0.84229 -5.62897 -0.14680
C 0.54324 -5.38101 0.39392
O 0.39290 -5.67759 1.76095
H -0.99013 -5.39379 -1.20080
H -1.63145 -5.08043 0.36744
H -1.09140 -6.68559 -0.04874
H 0.90100 -4.35995 0.26141
H 1.26149 -5.99376 -0.15083
H 1.05139 -5.18176 2.25303
C -3.77073 8.16931 -0.54298
C -3.05854 6.84142 -0.79408
O -2.35956 6.43407 0.29020
H -4.39006 8.40210 -1.40921
H -3.09409 9.02385 -0.54808
H -4.38025 8.15313 0.36052
H -2.52936 6.86473 -1.74672
H -3.78236 6.04278 -0.95646
H -2.23494 5.48317 0.24727
C 4.98787 -3.66911 -2.78167
C 6.20231 -3.39564 -1.91591
O 7.38389 -3.82759 -2.47357
H 5.07025 -3.25877 -3.78811
H 4.14536 -3.15388 -2.32034
H 4.77318 -4.73746 -2.75638
H 5.93773 -3.78022 -0.93092
H 6.19715 -2.30784 -1.84692
H 7.51218 -3.17429 -3.16519
C 8.13698 6.31540 -3.98018
C 7.81315 5.03512 -3.17163
C 6.68000 4.20377 -3.74148
O 5.43957 4.83725 -3.63739
C 4.36239 4.17252 -4.30711
N 9.00107 4.28112 -3.09638
H 8.17629 6.04519 -5.03543
H 9.10928 6.76395 -3.77640
H 7.43436 7.14389 -3.89061
H 7.48549 5.36008 -2.18413
H 6.58840 3.26752 -3.19090
H 6.85620 4.04139 -4.80482
H 3.84462 3.57678 -3.55537
H 4.68605 3.45858 -5.06449
H 3.71252 4.86027 -4.84821
H 9.73295 4.77452 -2.60545
H 8.70871 3.62052 -2.39052
C -4.09579 -4.54364 7.60716
C -3.41232 -5.31105 6.47018
C -4.40132 -6.26933 5.80469
O -5.06222 -7.01341 6.79680
C -5.84291 -8.00335 6.16022
N -2.84811 -4.28193 5.56350
H -4.45256 -5.20492 8.39681
H -4.95900 -3.92099 7.37206
H -3.34815 -3.92483 8.10337
H -2.55153 -5.90949 6.76856
H -3.94329 -6.87923 5.02601
H -5.18689 -5.74562 5.25997
H -5.22875 -8.90269 6.20587
H -6.32842 -7.71512 5.22785
H -6.63476 -8.24747 6.86837
H -2.31552 -4.60602 4.76888
H -2.13200 -3.76463 6.05307
C 0.06706 -0.24370 -7.38249
C 0.22350 -1.24011 -6.21577
C -1.09923 -1.56432 -5.47287
O -2.14235 -1.92410 -6.39566
C -3.35869 -2.24150 -5.69872
N 0.63136 -2.45889 -6.87500
H 0.91329 -0.26770 -8.06909
H -0.26752 0.72987 -7.02432
H -0.65406 -0.57632 -8.12910
H 0.94138 -0.97075 -5.44104
H -1.56166 -0.71065 -4.97736
H -0.89939 -2.30419 -4.69780
H -3.17019 -2.79076 -4.77629
H -3.99969 -2.79217 -6.38717
H -3.98135 -1.39776 -5.40120
H 0.80436 -3.16293 -6.17179
H -0.27642 -2.75993 -7.19966
O -3.83543 2.46922 6.50092
H -2.92856 2.77550 6.50136
H -4.27974 3.03384 7.13339
O -6.64245 1.84128 0.45763
H -6.75134 1.09888 -0.13669
H -6.81422 2.61060 -0.08538
O -5.27291 -1.61154 3.85960
H -5.97552 -2.23743 3.68398
H -4.54241 -2.14997 4.16406
*
```



No. 3
C39H102N6O15 | the ωB97M-V functional and the def2-TZVPD basis

Output
Expectation value of S²: 0.750
HOMO level (spin up / spin down): 0.65 / -6.44 eV
Frontier orbital gap (spin up / spin down): 1.5 / 8.6 eV

ORCA input file:
```
! wB97M-V def2-TZVPD RIJCOSX def2/J DEFGRID3
* xyz -1 2
C -14.98415 -13.63247 -2.29519
O -15.86519 -14.63975 -2.71894
C -16.79014 -15.09956 -1.80651
C -18.06786 -15.63468 -2.49490
N -18.68027 -14.42627 -3.03006
C -19.41259 -13.58746 -2.09312
C -19.53766 -12.15755 -2.81955
O -18.28927 -11.52807 -2.71912
C -18.36961 -10.09827 -2.63188
H -15.48075 -12.86529 -1.70112
H -14.74100 -13.29205 -3.30172
H -14.19603 -14.17840 -1.77660
H -16.97462 -14.32825 -1.05875
H -16.37659 -15.89049 -1.18080
H -18.72292 -16.26430 -1.89277
H -17.73996 -16.23783 -3.34154
H -17.97215 -13.83765 -3.44503
H -18.94926 -13.46775 -1.11378
H -20.38902 -13.91570 -1.73684
H -20.35076 -11.52260 -2.46769
H -19.86327 -12.12069 -3.85913
H -19.00296 -9.59978 -3.36569
H -17.37812 -9.64633 -2.60406
H -18.81528 -9.97638 -1.64466
C -22.60038 -19.60055 -4.88624
O -22.23280 -18.23596 -4.65544
C -23.04396 -17.56088 -3.67327
C -22.50351 -16.15410 -3.51279
N -23.14147 -15.42422 -2.34483
C -22.89874 -15.96243 -0.96265
C -23.34939 -15.01438 0.08770
O -22.35733 -14.03415 0.19671
C -22.68376 -12.89103 0.98458
H -21.85465 -20.11930 -5.48863
H -23.61045 -19.54740 -5.29250
H -22.79167 -20.25496 -4.03580
H -23.06500 -18.16297 -2.76491
H -24.08938 -17.48544 -3.97247
H -22.59192 -15.60248 -4.44874
H -21.41737 -16.06246 -3.51028
H -22.78182 -14.48399 -2.42675
H -21.81729 -16.09749 -0.94451
H -23.55431 -16.82850 -0.87170
H -23.49596 -15.50164 1.05165
H -24.31394 -14.61612 -0.22716
H -23.75811 -12.71950 1.05126
H -22.11979 -11.98416 0.76635
H -22.39267 -13.19161 1.99106
C -17.16107 -16.03177 9.35786
O -16.11178 -15.26616 8.78843
C -16.03529 -13.85121 9.04185
C -17.26226 -13.07073 8.37528
N -17.21174 -13.11249 6.94032
C -16.26489 -12.10796 6.44356
C -15.92903 -12.63741 5.04915
O -15.23744 -13.88884 5.14934
C -13.87017 -13.63741 5.53299
H -16.74437 -16.72730 10.08635
H -17.70967 -16.58866 8.59826
H -17.97841 -15.61176 9.94408
H -15.05564 -13.41327 8.85051
H -16.13009 -13.79665 10.12635
H -17.18112 -12.05916 8.77308
H -18.11574 -13.63266 8.75464
H -16.71799 -13.95710 6.68943
H -15.41090 -11.97037 7.10679
H -16.71681 -11.11836 6.37604
H -15.39072 -11.92936 4.41906
H -16.84160 -12.78762 4.47231
H -13.76361 -13.84236 6.59823
H -13.49809 -12.62867 5.35386
H -13.20188 -14.23342 4.91150
C -20.90830 -21.41991 -2.70899
O -21.87134 -21.51227 -1.71508
C -21.35172 -21.56488 -0.40897
C -21.02894 -20.15872 0.02694
N -20.53499 -19.96682 1.39766
C -19.13099 -20.42068 1.50181
C -18.45213 -19.88182 2.82203
O -18.38856 -18.49369 2.66942
C -18.11055 -17.82887 3.88097
H -21.27455 -22.11545 -3.46409
H -19.91796 -21.70276 -2.35213
H -20.89255 -20.42419 -3.15218
H -20.53748 -22.28706 -0.34932
H -22.03643 -22.09384 0.25397
H -22.04601 -19.76890 -0.01448
H -20.37424 -19.63296 -0.66808
H -20.45673 -19.02289 1.74830
H -18.52408 -20.09264 0.65791
H -18.93141 -21.47022 1.71797
H -17.44882 -20.29945 2.73796
H -18.98798 -20.33018 3.65865
H -18.93199 -17.79451 4.59661
H -17.93715 -16.78549 3.61751
H -17.12453 -18.02337 4.30292
C -23.74971 -18.32562 2.27061
O -23.08663 -17.26743 2.86913
C -22.74418 -17.58268 4.14417
C -22.20029 -16.36161 4.91125
N -21.83806 -16.60952 6.30360
C -22.98505 -16.72056 7.21610
C -22.57186 -17.12872 8.60245
O -22.47567 -16.14331 9.75965
C -23.44898 -15.08374 9.78254
H -24.83167 -18.30495 2.40114
H -23.42585 -19.29046 2.66088
H -23.63434 -18.31803 1.18676
H -21.90638 -18.27600 4.21821
H -23.58266 -18.03825 4.67097
H -22.92670 -15.58478 4.67257
H -21.28664 -16.00244 4.43761
H -21.25714 -15.84100 6.60696
H -23.62898 -17.51235 6.83330
H -23.64721 -15.86698 7.07106
H -21.56508 -17.54464 8.64122
H -23.29385 -17.91627 8.81832
H -24.49694 -15.36631 9.68223
H -23.26611 -14.35370 8.99407
H -23.38752 -14.45193 10.66862
C -19.71896 -10.57742 3.16215
O -21.05544 -10.20126 2.77624
C -21.86074 -10.26135 3.93551
C -23.38524 -10.22273 3.43855
N -23.67293 -9.14455 2.40439
C -23.78437 -7.74703 2.82106
C -24.97891 -7.51816 3.76987
O -24.92965 -8.01083 5.16063
C -23.92283 -7.35592 5.89997
H -19.07903 -10.20860 2.36055
H -19.75641 -11.66239 3.06444
H -19.27290 -10.21867 4.08974
H -21.80235 -9.41055 4.61435
H -21.80171 -11.17746 4.52317
H -24.06404 -10.20571 4.29121
H -23.55571 -11.12579 2.85245
H -22.84948 -9.21450 1.82375
H -23.94650 -7.12032 1.94410
H -22.84186 -7.48079 3.29949
H -25.93068 -7.82095 3.33336
H -25.04925 -6.43055 3.78624
H -24.12326 -6.29481 6.04823
H -22.93834 -7.66512 5.54885
H -24.05819 -7.84549 6.86439
C -20.50233 -13.68465 7.63224
O -20.07823 -14.35966 6.51280
H -19.87608 -12.79539 7.70381
H -21.50022 -13.25474 7.54565
H -20.47146 -14.30112 8.53064
H -19.19340 -14.00437 6.40122
C -19.23262 -14.50286 2.40016
O -18.32817 -13.79587 1.65380
H -19.01677 -15.56019 2.24666
H -19.11766 -14.30265 3.46543
H -20.27384 -14.31281 2.13970
H -18.78170 -13.25151 1.00606
C -14.67309 -16.63581 2.51559
O -15.09812 -15.54141 1.67552
H -13.76507 -17.06000 2.08703
H -14.40743 -16.28099 3.51139
H -15.47851 -17.36963 2.54569
H -16.05795 -15.53506 1.69209
*
```



Values of E_tot, in order: -3440.85112 -2037.96094 -3003.69602, all in Eh.
Values of largest force on an atom, in order: 3.10 3.38 3.74, all in eV/A.